Density functional theory data (wB97M-V/def2-TZVPD) for a 2-piece molecular cluster, C3H6P2 overall.

Values from the calculation:
- Highest occupied orbital energy (spin up / spin down): -6.83 / -7.78 eV
- Gap between HOMO and LUMO (spin up / spin down): 5.98 / 7.06 eV
- Max |F|: 3.307 eV/A
- Relative energy (zero: lowest compared OMol25 entry of this formula, charge and spin): 356.4 kJ/mol

CARTESIAN COORDINATES (ANGSTROEM)
C  0.682  -0.413  0.169
C  -0.227  -1.474  0.463
C  -0.652  1.591  -0.483
P  2.090  -0.106  -0.918
P  1.904  0.493  1.011
H  -0.740  -1.771  -0.542
H  -0.901  -1.289  1.356
H  0.356  -2.395  0.773
H  -0.968  1.016  -1.299
H  -0.062  2.443  -0.762
H  -1.482  1.906  0.231

Cartesian forces, eV/Å:
C 0.56 3.25 0.27
C -1.54 -2.50 -0.40
C -1.10 0.14 2.31
P 0.63 -0.40 -0.70
P -0.18 -0.16 0.23
H 0.25 0.39 2.11
H 0.41 0.00 -1.41
H -0.36 0.78 -0.44
H -0.55 -0.84 -1.14
H 0.78 0.07 0.05
H 1.09 -0.74 -0.87

These are the natural (NBO) partial charges, in e, on atoms 1 to 2:
1. C -0.59
2. C -0.70